(1)
This record from the OMol25 dataset describes one molecule with the formula C4H8N2. The level of theory is the ωB97M-V functional and the def2-TZVPD basis.

Summary:
2S+1: 1
energy above the lowest of the compared OMol25 structures with the same formula, charge and spin: 342.10 kJ/mol
E_LUMO: 1.0 eV
frontier orbital gap: 9.59 eV
E_tot: -7254.3298 eV

Each line ends with the natural charge from an NBO analysis.
Atoms and positions in Å:
C 0.998 0.005 -1.394  -0.712
C 0.052 -1.152 -1.096  0.098
N -0.713 -1.422 -0.147  -0.246
N -1.106 -0.558 0.931  -0.280
C -0.116 0.192 1.759  -0.271
C -1.004 0.875 0.801  -0.275
H 0.843 0.311 -2.449  0.231
H 0.818 0.982 -0.813  0.220
H 2.065 -0.368 -1.247  0.240
H 0.127 -2.005 -1.835  0.183
H 0.974 0.180 1.561  0.203
H -0.385 0.277 2.799  0.208
H -0.709 1.363 -0.168  0.201
H -1.844 1.321 1.301  0.200

***

(2)
This record from the OMol25 dataset describes a 2-piece molecular cluster, C4H9N2 overall. The level of theory is the ωB97M-V functional and the def2-TZVPD basis.

Summary:
2S+1: 1
energy above the lowest of the compared OMol25 structures with the same formula, charge and spin: 490.16 kJ/mol
E_LUMO (alpha / beta): -3.7 / -3.7 eV
frontier orbital gap (alpha / beta): 8.05 / 8.05 eV
net charge: +1
E_tot: -7263.0616 eV

Each line ends with the natural charge from an NBO analysis.
Atoms and positions in Å:
C -2.699 0.746 -0.520  -0.187
C -1.927 0.211 0.266  -0.118
C 1.131 1.221 0.306  -0.017
C -0.705 -0.385 0.726  -0.286
N -0.198 -1.582 -0.069  -0.686
N 2.005 0.544 -0.436  -0.754
H -3.570 1.178 -1.000  0.261
H 1.267 1.324 1.368  0.220
H 0.561 2.048 -0.185  0.240
H -0.574 -0.515 1.746  0.218
H 2.098 0.837 -1.324  0.402
H -0.075 -2.399 0.526  0.437
H 2.704 -0.025 -0.104  0.404
H -0.775 -1.776 -0.908  0.456
H 0.758 -1.425 -0.391  0.409

***

(3)
This record from the OMol25 dataset describes a 7-piece molecular cluster, C43H100F12N5O2P2 overall. The level of theory is the ωB97M-V functional and the def2-TZVPD basis.

Summary:
2S+1: 1
E_LUMO: -6.4 eV
frontier orbital gap: 9.40 eV
net charge: +3
E_tot: -108933.3340 eV

Each line ends with the Mulliken charge.
Atoms and positions in Å:
C 0.001 -1.887 4.087  -0.996
N -0.335 -3.189 3.391  0.306
C 0.952 -3.502 2.661  -0.977
C -0.643 -4.250 4.399  -0.808
C -1.433 -2.861 2.365  0.787
C -2.161 -4.075 1.803  -0.874
O -3.028 -4.667 2.749  -0.502
H -0.889 -1.426 4.509  0.530
H 0.505 -1.217 3.395  0.134
H 0.715 -2.092 4.883  0.461
H 0.829 -4.392 2.045  0.477
H 1.731 -3.686 3.398  0.424
H 1.278 -2.707 1.994  0.250
H -0.472 -5.227 3.955  0.354
H -1.680 -4.193 4.718  0.363
H 0.010 -4.077 5.250  0.348
H -0.886 -2.332 1.587  -0.544
H -2.087 -2.157 2.878  0.247
H -1.418 -4.838 1.539  0.163
H -2.572 -3.830 0.822  0.579
H -3.930 -4.528 2.439  0.372
C 5.692 -0.394 -0.217  -1.050
N 6.026 0.113 -1.575  0.243
C 7.246 -0.654 -2.012  -0.923
C 4.883 -0.188 -2.546  -0.870
C 6.376 1.575 -1.577  -0.609
C 5.387 2.568 -1.018  -0.403
O 5.362 2.438 0.393  -0.512
H 6.499 -0.192 0.481  0.424
H 5.461 -1.454 -0.309  0.417
H 4.763 0.055 0.129  0.384
H 8.082 -0.376 -1.370  0.419
H 7.475 -0.527 -3.064  0.346
H 7.019 -1.680 -1.728  0.385
H 4.586 -1.228 -2.453  0.366
H 5.267 0.109 -3.517  0.435
H 4.120 0.464 -2.130  -0.055
H 6.759 1.864 -2.553  0.470
H 7.219 1.593 -0.880  0.462
H 4.381 2.422 -1.443  0.111
H 5.553 3.581 -1.394  0.570
H 4.801 3.120 0.771  0.271
C -7.171 2.936 4.905  -1.357
C -6.603 3.428 3.574  -0.376
C -6.412 2.262 2.638  -0.218
C -5.534 2.701 1.425  -1.588
N -5.246 1.695 0.363  1.203
C -4.560 0.406 0.904  -0.916
C -3.353 0.174 0.008  0.617
C -3.424 1.154 -1.164  -0.706
C -4.288 2.298 -0.650  -0.897
C -6.519 1.314 -0.402  -1.279
C -7.533 2.373 -0.701  -0.317
C -8.671 1.887 -1.608  -1.406
H -7.034 3.695 5.680  0.394
H -6.599 2.095 5.302  0.334
H -8.229 2.683 4.942  0.356
H -5.612 3.873 3.743  0.261
H -7.132 4.272 3.128  0.373
H -7.400 1.878 2.374  0.269
H -5.837 1.449 3.088  0.343
H -4.555 3.023 1.787  0.651
H -6.017 3.615 1.074  0.437
H -5.316 -0.349 1.090  0.180
H -4.274 0.805 1.880  0.341
H -3.363 -0.909 -0.136  0.330
H -2.406 0.339 0.529  -0.564
H -3.911 0.582 -1.963  0.433
H -2.486 1.387 -1.662  0.574
H -4.797 2.808 -1.461  0.445
H -3.630 2.951 -0.078  0.201
H -7.059 0.598 0.229  0.629
H -6.136 0.650 -1.181  0.540
H -7.084 3.303 -1.065  0.444
H -8.028 2.680 0.222  0.212
H -8.866 0.819 -1.455  0.368
H -8.614 2.001 -2.687  0.355
H -9.599 2.330 -1.248  0.377
C 3.985 1.409 5.219  -1.496
C 3.724 1.085 3.749  -0.617
C 2.277 1.177 3.250  1.499
C 1.865 2.648 3.115  -1.604
N 0.369 2.968 3.190  1.180
C -0.376 2.421 1.982  -0.134
C -0.569 3.577 1.025  -0.420
C -0.896 4.706 2.009  -0.841
C 0.152 4.471 3.091  -0.406
C -0.171 2.401 4.493  -1.170
C 0.572 2.885 5.752  -0.039
C -0.354 2.874 6.967  -1.369
H 3.280 0.809 5.803  0.300
H 3.860 2.480 5.390  0.319
H 4.995 1.156 5.529  0.481
H 4.017 0.045 3.578  0.519
H 4.419 1.722 3.193  0.144
H 1.712 0.524 3.914  -0.343
H 2.213 0.821 2.221  -0.666
H 2.177 2.916 2.103  0.742
H 2.270 3.424 3.764  0.727
H -1.331 2.210 2.474  0.118
H -0.013 1.501 1.526  -0.517
H -1.426 3.484 0.359  0.217
H 0.299 3.818 0.414  0.406
H -1.917 4.780 2.376  0.268
H -0.587 5.683 1.631  0.424
H -0.168 4.894 4.041  0.348
H 1.129 4.869 2.825  0.404
H -0.170 1.320 4.358  0.355
H -1.225 2.680 4.503  0.787
H 0.861 3.922 5.567  0.373
H 1.514 2.359 5.890  -0.077
H -0.199 3.682 7.681  0.343
H -0.326 1.970 7.579  0.375
H -1.407 2.966 6.687  0.347
C 1.291 -5.008 -1.315  -1.262
C 2.654 -4.504 -1.759  -0.678
C 2.709 -3.654 -3.039  1.768
C 1.838 -4.250 -4.153  -1.347
N 1.509 -3.237 -5.239  0.839
C 0.938 -3.848 -6.528  -0.582
C 1.494 -3.093 -7.727  -0.933
C 2.590 -2.148 -7.207  -0.561
C 2.760 -2.502 -5.732  -0.198
C 0.526 -2.221 -4.699  -0.200
C -0.794 -2.697 -4.145  0.241
C -1.844 -1.584 -4.055  -1.792
H 1.327 -5.507 -0.339  0.494
H 0.827 -5.721 -2.002  0.447
H 0.447 -4.340 -1.091  0.095
H 3.313 -5.370 -1.720  0.447
H 2.936 -3.811 -0.961  0.000
H 3.713 -3.704 -3.460  0.712
H 2.365 -2.652 -2.794  -1.184
H 0.898 -4.653 -3.786  0.473
H 2.342 -5.038 -4.713  0.297
H -0.146 -3.809 -6.475  0.336
H 1.188 -4.905 -6.411  0.485
H 0.659 -2.483 -8.072  0.383
H 1.798 -3.678 -8.591  0.387
H 2.310 -1.102 -7.299  0.244
H 3.606 -2.342 -7.542  0.517
H 3.021 -1.688 -5.061  -0.369
H 3.465 -3.338 -5.710  0.577
H 0.344 -1.522 -5.521  0.771
H 1.092 -1.625 -3.981  -0.792
H -0.671 -3.075 -3.128  -0.182
H -1.119 -3.516 -4.792  0.561
H -2.302 -1.310 -5.004  0.477
H -1.419 -0.640 -3.698  0.222
H -2.575 -1.873 -3.300  0.423
P 0.974 -0.455 -0.863  1.765
F 0.115 -1.737 -1.282  -0.536
F 1.316 -0.225 -2.437  -0.446
F -0.336 0.496 -1.078  -0.581
F 1.758 0.884 -0.367  -0.183
F 0.600 -0.870 0.682  -0.498
F 2.332 -1.334 -0.836  -0.758
P 3.055 1.744 -5.460  1.465
F 2.927 0.759 -6.774  -0.386
F 3.228 2.962 -6.465  -0.318
F 1.426 1.828 -5.422  -0.391
F 3.212 2.609 -4.144  -0.337
F 2.906 0.335 -4.568  -0.498
F 4.695 1.518 -5.459  -0.402

***

(4)
This record from the OMol25 dataset describes C4H10O2 as an isolated structure. The level of theory is the ωB97M-V functional and the def2-TZVPD basis.

Summary:
2S+1: 1
energy above the lowest of the compared OMol25 structures with the same formula, charge and spin: 118.67 kJ/mol
E_LUMO: 0.5 eV
frontier orbital gap: 11.55 eV
E_tot: -8404.3171 eV

Each line ends with the natural charge from an NBO analysis.
Atoms and positions in Å:
C 0.815 0.217 -0.190  -0.412
C 0.684 1.551 0.538  -0.605
C 1.389 -0.874 0.709  -0.605
H 1.457 0.342 -1.064  0.193
H -0.669 -0.338 -1.966  0.038
H 0.314 2.324 -0.133  0.204
H 2.362 -0.580 1.098  0.200
H 0.711 -1.057 1.542  0.205
H 1.648 1.872 0.930  0.200
H -0.023 1.452 1.361  0.205
H 1.509 -1.806 0.161  0.204
C -2.743 -0.814 -0.254  1.016
O -2.046 -0.563 0.644  -0.517
O -3.709 -1.069 -0.836  -0.499
H -0.243 -0.106 -0.408  0.213
H -1.452 -0.552 -2.133  -0.039

***

What is the E_tot in the second record? -7263.0616 eV

***

Which of these has the highest E_tot? C4H8N2

***

Among the records above, which one has the lowest E_tot? C43H100F12N5O2P2